# 1
Below is a single C12H13NO2 molecule, with properties calculated with ωB97M-V/def2-TZVPD.

Values from the calculation:
- structure (SMILES) = COC1=CC=C[C@H]1n1cccc(C)c1=O
- strongest force on any atom (eV Å⁻¹) = 3.116
- LUMO energy (Eh) = 0.0178
- frontier orbital gap (eV) = 8.7872

The geometry in ORCA input format:
```
! RIJCOSX wB97M-V def2-TZVPD def2/J DEFGRID3
* xyz 0 1
C 0.751 1.728 -3.006
C -0.086 0.936 -2.384
C 0.378 -2.533 -0.100
C -0.575 -2.612 0.963
C 1.579 2.443 -1.962
C 0.024 1.103 -0.891
C 0.552 -1.237 -0.590
C -1.417 -1.601 1.309
C -1.255 -0.287 0.810
C 1.219 2.134 -0.739
C -2.610 -2.081 2.098
C 1.927 1.677 1.475
N -0.172 -0.172 -0.136
O -1.895 0.755 1.113
O 1.715 2.656 0.365
H 0.886 1.892 -4.051
H -0.667 0.213 -2.905
H 0.911 -3.404 -0.509
H -0.769 -3.616 1.388
H 2.158 3.305 -2.172
H -0.815 1.738 -0.636
H 1.154 -0.965 -1.487
H -3.438 -2.274 1.416
H -3.025 -1.192 2.731
H -2.396 -3.009 2.649
H 2.642 2.114 2.235
H 2.281 0.703 1.018
H 0.942 1.585 2.000
*
```

---

# 2
Below is a single C2H2FN molecule, with properties calculated with ωB97M-V/def2-TZVPD.

Values from the calculation:
- structure (SMILES) = N#CCF
- strongest force on any atom (eV Å⁻¹) = 4.099
- LUMO energy (Eh) = 0.0229
- frontier orbital gap (eV) = 12.5593

The geometry in ORCA input format:
```
! RIJCOSX wB97M-V def2-TZVPD def2/J DEFGRID3
* xyz 0 1
C -0.093 -0.271 0.445
C 0.058 0.530 -0.851
H 0.950 -0.671 0.223
H 0.094 0.417 1.284
N 0.286 0.817 -1.960
F -1.296 -0.822 0.860
*
```

---

# 3
Below is a 2-piece molecular cluster, C5H8FN2 overall, with properties calculated with ωB97M-V/def2-TZVPD.

Values from the calculation:
- strongest force on any atom (eV Å⁻¹) = 4.639
- LUMO energy (Eh) = -0.2308
- frontier orbital gap (eV) = 6.9672

The geometry in ORCA input format:
```
! RIJCOSX wB97M-V def2-TZVPD def2/J DEFGRID3
* xyz 1 1
C -2.209 -0.428 -1.271
C -1.032 0.302 -1.150
C -0.839 -1.495 0.129
C 1.975 0.089 0.698
C 1.872 1.512 0.772
N -2.039 -1.514 -0.462
N -0.219 -0.412 -0.350
F 0.850 1.874 1.597
H -3.101 -0.142 -1.778
H -0.695 1.156 -1.599
H -0.493 -2.185 0.790
H 2.780 -0.093 0.060
H 1.438 -0.592 1.427
H 2.777 2.053 1.286
H 1.691 2.110 -0.069
H -2.754 -2.235 -0.080
*
```

---

# 4
Below is C25H41F6N10OPd as an isolated structure, with properties calculated with ωB97M-V/def2-TZVPD.

Values from the calculation:
- strongest force on any atom (eV Å⁻¹) = 4.665
- LUMO energy (alpha / beta) (Eh) = 0.0757 / 0.0757
- frontier orbital gap (alpha / beta) (eV) = 2.7129 / 2.7042

The geometry in ORCA input format:
```
! RIJCOSX wB97M-V def2-TZVPD def2/J DEFGRID3
* xyz -1 1
Pd 0.059 1.954 0.600
C -2.565 0.908 3.492
N -1.224 1.390 3.465
C -1.090 2.835 3.419
C -0.173 0.633 3.115
N 0.756 1.216 2.355
C 2.049 0.724 2.429
C 2.698 0.358 3.609
C 3.976 -0.226 3.562
C 4.567 -0.428 2.292
C 3.989 0.155 1.127
C 2.748 0.763 1.178
N 1.952 1.175 0.085
C 2.421 1.489 -1.188
N 1.972 0.902 -2.318
C 2.545 1.187 -3.672
C 1.025 -0.156 -2.174
N 3.353 2.476 -1.288
C 4.490 2.492 -2.207
C 3.230 3.685 -0.502
N -0.254 -0.690 3.515
C 0.148 -1.775 2.665
C -0.553 -1.030 4.844
H -3.227 1.603 3.017
H -2.921 0.716 4.523
H -2.595 -0.046 2.881
H -1.269 3.190 2.387
H -0.111 3.130 3.839
H -1.841 3.314 4.036
H 2.217 0.636 4.560
H 4.476 -0.575 4.450
H 5.479 -0.997 2.194
H 4.546 0.068 0.191
H 2.504 2.268 -3.849
H 1.868 0.658 -4.362
H 3.600 0.864 -3.745
H 0.049 0.065 -2.687
H 0.755 -0.289 -1.138
H 1.401 -1.156 -2.546
H 4.738 1.439 -2.512
H 5.319 3.010 -1.704
H 4.265 3.105 -3.092
H 2.268 4.220 -0.647
H 3.992 4.358 -0.843
H 3.364 3.500 0.556
H 0.099 -1.496 1.617
H -0.586 -2.610 2.786
H 1.149 -2.153 2.928
H -0.691 -0.146 5.513
H 0.277 -1.670 5.287
H -1.488 -1.629 4.943
C -4.640 -4.857 -2.158
C -3.549 -5.856 -2.588
C -3.472 -6.963 -1.539
C -2.172 -5.213 -2.743
N -1.859 -4.438 -1.582
C -1.415 -4.822 -0.322
N -1.461 -3.766 0.491
N -1.894 -2.733 -0.261
N -2.060 -3.076 -1.515
H -5.612 -5.274 -2.426
H -4.471 -3.852 -2.653
H -4.718 -4.624 -1.084
H -3.786 -6.186 -3.602
H -3.260 -6.534 -0.571
H -2.715 -7.743 -1.728
H -4.433 -7.497 -1.435
H -2.122 -4.549 -3.657
H -1.356 -5.989 -2.690
H -1.129 -5.810 -0.016
C -0.244 4.192 -2.900
C -1.023 3.704 -1.625
O -0.386 2.570 -1.132
C -1.187 4.780 -0.579
F -0.049 4.934 0.107
F -1.362 6.089 -1.085
F -2.203 4.558 0.340
C -2.440 3.251 -1.967
F -3.248 4.359 -2.012
F -3.060 2.378 -1.154
F -2.370 2.738 -3.220
H 0.838 4.400 -2.658
H -0.645 5.055 -3.392
H -0.252 3.357 -3.632
*
```

---

# 5
Below is an isolated ion of composition C7H14ClN2 and charge +1, with properties calculated with ωB97M-V/def2-TZVPD.

Values from the calculation:
- structure (SMILES) = C=C(Cl)C(N(C)C)=[N+](C)C
- strongest force on any atom (eV Å⁻¹) = 4.984
- LUMO energy (Eh) = -0.1112
- frontier orbital gap (eV) = 10.4344

The geometry in ORCA input format:
```
! RIJCOSX wB97M-V def2-TZVPD def2/J DEFGRID3
* xyz 1 1
C -2.557 -0.008 -1.671
C -2.213 0.114 -0.405
C -0.398 0.138 0.062
C -0.425 2.434 -0.447
C 1.343 1.542 0.936
C 1.522 -1.572 0.400
C -0.855 -2.204 0.406
N 0.202 1.325 0.182
N 0.052 -1.113 0.228
Cl -3.261 0.359 0.908
H -3.596 -0.283 -1.896
H -1.874 -0.330 -2.377
H 0.294 3.106 -0.911
H -1.297 2.158 -1.066
H -0.794 3.022 0.324
H 1.033 2.261 1.819
H 1.735 0.616 1.441
H 2.257 2.025 0.371
H 1.697 -2.001 1.441
H 2.189 -0.818 0.162
H 1.658 -2.360 -0.385
H -1.929 -1.976 0.093
H -1.008 -2.375 1.405
H -0.359 -3.127 0.114
*
```

---

# 6
Below is C2H3O2Zn as an isolated structure, with properties calculated with ωB97M-V/def2-TZVPD.

Values from the calculation:
- strongest force on any atom (eV Å⁻¹) = 1.627
- LUMO energy (alpha / beta) (Eh) = 0.1100 / 0.1100
- frontier orbital gap (alpha / beta) (eV) = 4.8634 / 4.8652

The geometry in ORCA input format:
```
! RIJCOSX wB97M-V def2-TZVPD def2/J DEFGRID3
* xyz -1 1
O -0.350 1.092 0.466
Zn -0.394 -0.477 -1.124
O -1.546 0.297 0.148
C 1.056 0.042 0.912
C 1.382 -0.753 -0.269
H 1.802 0.764 1.293
H 0.552 -0.523 1.718
H 2.265 -0.323 -0.786
*
```

---

# 7
Below is a 2-piece molecular cluster, C4H8O overall, with properties calculated with ωB97M-V/def2-TZVPD.

Values from the calculation:
- structure (SMILES) = C=CC.C=O
- strongest force on any atom (eV Å⁻¹) = 1.110
- LUMO energy (Eh) = 0.0321
- frontier orbital gap (eV) = 10.5732

The geometry in ORCA input format:
```
! RIJCOSX wB97M-V def2-TZVPD def2/J DEFGRID3
* xyz 0 1
O -1.549 2.780 0.431
C -0.617 2.685 -0.317
H 0.232 3.401 -0.274
H -0.535 1.903 -1.093
C -0.326 -1.849 -0.627
C 0.113 -0.714 0.248
C 1.191 -0.648 1.017
H -1.278 -1.605 -1.077
H -0.326 -2.781 -0.066
H 0.373 -1.994 -1.457
H -0.593 0.098 0.390
H 1.307 0.096 1.791
H 2.008 -1.370 1.034
*
```

---

# 8
Below is a 2-piece molecular cluster, C29H37O2Si overall, with properties calculated with ωB97M-V/def2-TZVPD.

Values from the calculation:
- strongest force on any atom (eV Å⁻¹) = 1.805
- LUMO energy (Eh) = -0.2034
- frontier orbital gap (eV) = 5.4463

The geometry in ORCA input format:
```
! RIJCOSX wB97M-V def2-TZVPD def2/J DEFGRID3
* xyz 1 1
C -2.749 0.582 2.279
C -1.525 1.121 3.031
C -1.280 2.578 2.610
C -1.771 1.058 4.545
C -0.290 0.292 2.684
C -0.282 -1.039 2.806
O 0.827 0.981 2.248
Si 2.288 0.908 3.088
C 3.553 0.114 1.965
C 2.823 2.657 3.484
C 2.146 -0.063 4.686
H -2.984 -0.433 2.592
H -3.626 1.200 2.469
H -2.568 0.571 1.206
H -0.418 2.990 3.135
H -1.073 2.639 1.542
H -2.144 3.205 2.829
H -0.911 1.442 5.092
H -2.643 1.649 4.825
H -1.941 0.031 4.866
H 0.594 -1.595 2.545
H -1.133 -1.589 3.152
H 4.516 0.059 2.465
H 3.235 -0.889 1.696
H 3.658 0.701 1.057
H 3.781 2.652 3.996
H 2.916 3.232 2.567
H 2.087 3.138 4.123
H 3.087 -0.019 5.226
H 1.364 0.354 5.315
H 1.913 -1.105 4.485
C 0.786 -7.317 -1.541
C 0.168 -5.963 -1.593
C -1.213 -5.823 -1.606
C -1.801 -4.582 -1.631
C -1.028 -3.403 -1.636
C -1.730 -2.167 -1.653
C -1.324 -0.820 -1.709
C 0.008 -0.346 -1.789
C 0.286 0.988 -1.843
C -0.738 1.951 -1.859
O -0.468 3.326 -2.048
C -0.028 3.722 -3.340
C -0.883 4.474 -4.151
C -0.524 4.785 -5.441
C 0.694 4.368 -5.944
C 1.564 3.650 -5.145
C 1.211 3.330 -3.856
C -2.062 1.495 -1.750
C -2.345 0.163 -1.689
C 0.371 -3.561 -1.609
C 0.945 -4.809 -1.598
H 1.874 -7.268 -1.588
H 0.515 -7.821 -0.613
H 0.444 -7.936 -2.371
H -1.822 -6.711 -1.594
H -2.875 -4.501 -1.646
H -2.800 -2.284 -1.609
H 0.833 -1.025 -1.814
H 1.309 1.318 -1.877
H -1.834 4.779 -3.751
H -1.189 5.365 -6.060
H 0.970 4.606 -6.958
H 2.530 3.356 -5.526
H 1.890 2.782 -3.227
H -2.850 2.226 -1.765
H -3.370 -0.159 -1.626
H 1.020 -2.712 -1.564
H 2.017 -4.896 -1.592
*
```

---

# 9
Below is C21H22MnN2Sb as an isolated structure, with properties calculated with ωB97M-V/def2-TZVPD.

Values from the calculation:
- strongest force on any atom (eV Å⁻¹) = 0.910
- LUMO energy (alpha / beta) (Eh) = -0.4114 / -0.4548
- frontier orbital gap (alpha / beta) (eV) = 6.7498 / 5.8393

The geometry in ORCA input format:
```
! RIJCOSX wB97M-V def2-TZVPD def2/J DEFGRID3
* xyz 3 4
Mn -0.305 -1.083 0.084
C -4.357 -1.138 -1.104
C -4.319 -2.208 -1.987
C -3.094 -2.753 -2.349
C -1.934 -2.233 -1.812
N -1.983 -1.223 -0.896
C -3.171 -0.680 -0.577
C -0.572 -2.681 -2.185
C -0.295 -3.533 -3.232
C 1.033 -3.835 -3.520
C 2.045 -3.271 -2.760
C 1.702 -2.425 -1.724
N 0.423 -2.137 -1.441
H -5.289 -0.664 -0.831
H -5.235 -2.609 -2.400
H -3.054 -3.576 -3.047
H -3.149 0.161 0.103
H -1.088 -3.956 -3.832
H 1.270 -4.501 -4.340
H 3.086 -3.477 -2.966
H 2.454 -1.957 -1.102
C 0.598 0.579 0.147
C 1.372 1.544 0.126
C 2.260 2.607 0.106
C 1.879 3.832 -0.530
C 2.757 4.877 -0.552
C 4.026 4.733 0.044
C 4.418 3.531 0.668
C 3.555 2.475 0.701
H 0.903 3.909 -0.990
H 2.490 5.810 -1.028
H 4.719 5.565 0.019
H 5.401 3.453 1.111
H 3.835 1.539 1.166
C -1.025 2.328 2.691
Sb -0.872 0.266 2.310
C -2.589 -0.659 3.161
C 0.750 -0.454 3.465
H -1.164 2.429 3.768
H -1.878 2.754 2.168
H -0.103 2.814 2.386
H -2.437 -0.606 4.239
H -2.655 -1.698 2.847
H -3.491 -0.119 2.886
H 0.429 -0.558 4.501
H 1.572 0.256 3.402
H 1.084 -1.426 3.105
*
```

---

# 10
Below is a 3-piece molecular cluster, C2H9NO2 overall, with properties calculated with ωB97M-V/def2-TZVPD.

Values from the calculation:
- structure (SMILES) = C=CN.O.O
- strongest force on any atom (eV Å⁻¹) = 1.594
- LUMO energy (Eh) = 0.0190
- frontier orbital gap (eV) = 9.6084

The geometry in ORCA input format:
```
! RIJCOSX wB97M-V def2-TZVPD def2/J DEFGRID3
* xyz 0 1
C 0.973 0.566 1.382
C 0.364 -0.263 0.548
N 0.999 -0.860 -0.567
H 1.958 0.923 1.118
H 0.554 0.817 2.336
H -0.509 -0.833 0.855
H 1.944 -0.503 -0.699
H 0.501 -0.573 -1.401
H -4.102 0.322 3.891
H -3.630 -1.092 3.404
O -3.771 -0.540 4.180
H 1.508 0.005 -4.647
H 1.267 1.361 -5.207
O 1.944 0.669 -5.195
*
```

---

# 11
Below is an isolated ion of composition C2H2ClO2S and charge -1, with properties calculated with ωB97M-V/def2-TZVPD.

Values from the calculation:
- strongest force on any atom (eV Å⁻¹) = 2.224
- LUMO energy (Eh) = 0.1329
- frontier orbital gap (eV) = 7.5530

The geometry in ORCA input format:
```
! RIJCOSX wB97M-V def2-TZVPD def2/J DEFGRID3
* xyz -1 1
C 1.240 0.246 -0.306
C 0.015 0.591 0.059
O -1.430 -1.367 1.387
O -1.294 -1.286 -1.125
S -1.581 -0.539 0.154
Cl -0.504 2.449 0.474
H 2.214 0.772 -0.378
H 1.340 -0.866 -0.266
*
```

---

# 12
Below is a single H3NOP2 molecule, with properties calculated with ωB97M-V/def2-TZVPD.

Values from the calculation:
- structure (SMILES) = O=N[PH]#[PH2]
- strongest force on any atom (eV Å⁻¹) = 3.939
- LUMO energy (Eh) = -0.0259
- frontier orbital gap (eV) = 8.1979

The geometry in ORCA input format:
```
! RIJCOSX wB97M-V def2-TZVPD def2/J DEFGRID3
* xyz 0 1
N -1.537 0.329 0.073
O -1.608 -0.749 0.690
P -0.109 1.044 -0.168
P 1.426 -0.508 -0.257
H -0.460 1.853 -1.366
H 0.455 -1.681 -0.036
H 1.834 -0.288 1.064
*
```